# 1
The following is a quantum chemistry calculation of a molecular structure, C32H34N7SSe2SiW in a non-equilibrium geometry, from the Open Molecules 2025 dataset.

Each line ends with the Löwdin spin population.
Geometry (Å):
W (0.40, -0.46, 0.29)  1.397
N (-2.57, 1.76, 2.20)  0.043
C (-3.25, 2.68, 1.35)  0.000
C (-4.26, 3.46, 1.86)  0.006
C (-4.91, 4.37, 1.04)  -0.001
C (-4.53, 4.49, -0.29)  0.007
C (-3.52, 3.68, -0.80)  0.000
C (-2.88, 2.78, 0.03)  0.007
S (-1.54, 1.82, -0.62)  0.011
N (-1.42, 0.54, 0.58)  0.002
C (-1.75, 0.80, 1.83)  0.031
C (-1.13, -0.11, 2.83)  0.020
C (-1.48, -0.17, 4.16)  0.006
C (-0.76, -0.99, 5.02)  0.023
C (0.31, -1.70, 4.50)  0.001
C (0.57, -1.62, 3.15)  0.028
N (-0.15, -0.88, 2.30)  0.020
H (-2.77, 1.85, 3.19)  0.001
H (-4.55, 3.37, 2.91)  0.000
H (-5.70, 4.99, 1.44)  0.000
H (-5.03, 5.20, -0.93)  0.000
H (-3.22, 3.77, -1.84)  0.000
H (-2.33, 0.39, 4.53)  0.000
H (-1.02, -1.06, 6.07)  0.001
H (0.92, -2.32, 5.14)  0.000
H (1.40, -2.17, 2.71)  0.003
C (-0.11, -4.82, 0.63)  0.000
C (-0.26, -3.44, 0.75)  0.035
N (0.63, -2.57, 0.27)  0.025
C (1.67, -3.07, -0.46)  0.013
C (1.88, -4.44, -0.63)  0.001
C (0.97, -5.33, -0.04)  0.028
C (2.99, -4.87, -1.45)  0.001
C (3.77, -3.97, -2.08)  -0.003
C (3.53, -2.56, -1.96)  0.002
C (4.25, -1.58, -2.66)  0.011
C (3.88, -0.26, -2.53)  0.001
C (2.84, 0.08, -1.67)  0.017
N (2.19, -0.82, -0.94)  0.010
C (2.50, -2.12, -1.12)  0.006
H (-0.86, -5.47, 1.06)  -0.001
H (-1.12, -3.02, 1.24)  0.004
H (1.12, -6.40, -0.12)  0.001
H (3.16, -5.93, -1.56)  0.000
H (4.59, -4.30, -2.71)  0.000
H (5.07, -1.86, -3.31)  0.000
H (4.40, 0.51, -3.08)  0.000
H (2.54, 1.11, -1.54)  0.005
C (-3.77, -1.80, -1.70)  0.001
N (-3.27, -1.25, -2.95)  0.004
C (-4.01, -1.13, -4.11)  0.002
C (-3.19, -0.60, -5.05)  0.002
N (-1.96, -0.41, -4.45)  0.004
C (-0.77, 0.12, -5.12)  0.000
C (-2.03, -0.81, -3.18)  0.012
Se (-0.53, -1.00, -2.09)  0.045
H (-4.81, -2.07, -1.83)  0.000
H (-3.68, -1.06, -0.91)  0.000
H (-3.19, -2.69, -1.43)  0.001
H (-5.04, -1.42, -4.18)  0.000
H (-3.38, -0.35, -6.08)  0.000
H (-1.03, 0.36, -6.15)  0.000
H (0.02, -0.62, -5.11)  0.000
H (-0.43, 1.02, -4.62)  0.000
C (3.78, 3.92, 0.55)  0.003
Si (3.33, 3.16, 2.16)  0.012
C (2.07, 3.98, 3.21)  0.006
C (4.50, 1.99, 2.93)  0.002
Se (1.63, 1.35, 1.14)  0.142
H (4.44, 4.77, 0.71)  0.000
H (2.89, 4.27, 0.03)  0.000
H (4.30, 3.20, -0.08)  0.001
H (2.51, 4.83, 3.74)  0.001
H (1.68, 3.28, 3.94)  0.001
H (1.25, 4.35, 2.60)  0.000
H (5.30, 2.54, 3.44)  0.000
H (4.97, 1.35, 2.18)  0.000
H (4.00, 1.36, 3.67)  0.000

The expectation value of S² is 2.029. The multiplicity is 3. The net charge is +3. Its relative energy (zero: lowest compared OMol25 entry of this formula, charge and spin) is 82.6 kJ/mol.

=====

# 2
The following is a quantum chemistry calculation of 2 unconnected molecules or ions with the total composition C32H34NO in a non-equilibrium geometry, from the Open Molecules 2025 dataset.

Each line ends with the Löwdin charge.
Geometry (Å):
C (0.88, 2.11, -2.69)  0.020
O (-0.32, 2.52, -2.01)  -0.045
C (-1.28, 1.65, -1.75)  0.045
C (-2.59, 1.94, -2.21)  -0.158
C (-3.42, 0.83, -2.49)  0.023
C (-4.65, 1.02, -3.08)  -0.001
C (-5.08, 2.30, -3.45)  -0.214
C (-6.45, 2.49, -4.02)  -0.023
C (-4.24, 3.41, -3.21)  0.002
C (-3.01, 3.25, -2.59)  0.043
H (1.28, 3.03, -3.13)  0.114
H (1.60, 1.70, -1.97)  0.078
H (0.69, 1.36, -3.48)  0.119
H (-0.99, 0.60, -1.57)  0.124
H (-3.02, -0.16, -2.28)  0.101
H (-5.29, 0.15, -3.24)  0.135
H (-6.66, 3.55, -4.16)  0.085
H (-6.61, 1.97, -4.98)  0.104
H (-7.19, 2.10, -3.31)  0.103
H (-4.58, 4.40, -3.51)  0.131
H (-2.34, 4.10, -2.45)  0.133
C (4.28, 0.66, -1.56)  -0.091
C (3.30, -0.23, -2.01)  -0.104
C (2.39, -0.81, -1.11)  -0.033
C (2.44, -0.48, 0.25)  -0.186
C (1.46, -1.04, 1.29)  -0.230
C (0.41, -1.98, 0.68)  -0.168
C (0.39, -3.36, 0.92)  -0.001
C (-0.70, -4.14, 0.52)  -0.058
C (-1.74, -3.57, -0.22)  -0.079
C (-1.67, -2.21, -0.57)  -0.067
C (-0.62, -1.43, -0.09)  -0.072
C (2.24, -1.86, 2.32)  -0.206
C (3.50, -2.40, 2.03)  -0.027
C (4.17, -3.16, 2.99)  -0.064
C (3.60, -3.36, 4.25)  -0.081
C (2.31, -2.89, 4.52)  -0.061
C (1.62, -2.18, 3.54)  -0.045
C (0.78, 0.16, 2.06)  -0.285
C (0.95, 1.63, 1.58)  -0.122
C (-0.15, 2.37, 2.34)  -0.153
C (-1.18, 1.30, 2.75)  -0.187
N (-0.63, 0.08, 2.18)  -0.038
C (3.47, 0.36, 0.70)  -0.054
C (4.36, 0.96, -0.19)  -0.056
H (4.98, 1.12, -2.26)  0.108
H (3.22, -0.47, -3.07)  0.108
H (1.66, -1.54, -1.47)  0.119
H (1.22, -3.83, 1.45)  0.121
H (-0.71, -5.20, 0.79)  0.112
H (-2.60, -4.17, -0.52)  0.106
H (-2.43, -1.76, -1.21)  0.075
H (-0.58, -0.35, -0.26)  0.075
H (3.96, -2.25, 1.04)  0.125
H (5.15, -3.57, 2.74)  0.108
H (4.16, -3.89, 5.03)  0.105
H (1.82, -3.08, 5.47)  0.108
H (0.58, -1.86, 3.70)  0.121
H (1.27, 0.18, 3.06)  0.148
H (1.96, 2.01, 1.77)  0.106
H (0.77, 1.69, 0.49)  0.096
H (0.25, 2.86, 3.23)  0.110
H (-0.61, 3.16, 1.75)  0.101
H (-1.27, 1.27, 3.85)  0.115
H (-2.18, 1.52, 2.33)  0.108
H (-1.04, -0.78, 2.53)  0.129
H (3.59, 0.55, 1.78)  0.136
H (5.12, 1.65, 0.18)  0.113

The multiplicity is 1. The net charge is +1. Its relative energy (zero: lowest compared OMol25 entry of this formula, charge and spin) is 116.2 kJ/mol.

=====

# 3
The following is a quantum chemistry calculation of a molecular structure, C32H35AsN3O6RuS2, from the Open Molecules 2025 dataset.

Each line ends with the Löwdin spin population.
Geometry (Å):
Ru (0.98, 0.60, 0.02)  0.760
O (5.21, 0.56, 4.48)  0.004
C (4.38, 0.57, 3.61)  0.001
C (4.58, 1.11, 2.18)  0.004
O (5.56, 1.66, 1.75)  0.014
C (3.30, 0.86, 1.51)  0.008
C (2.36, 0.34, 2.40)  -0.007
O (1.13, 0.12, 2.02)  0.023
C (2.94, 0.06, 3.71)  -0.002
O (2.42, -0.45, 4.68)  -0.006
O (2.99, 1.13, 0.28)  0.006
S (1.01, 1.34, -2.12)  0.129
C (-0.65, 1.38, -2.76)  0.009
C (-0.86, 1.95, -4.02)  0.015
C (-2.14, 2.02, -4.54)  -0.002
C (-3.23, 1.54, -3.83)  0.017
C (-3.03, 0.98, -2.58)  -0.001
C (-1.74, 0.89, -2.05)  0.013
As (-1.35, 0.11, -0.34)  -0.009
C (-1.79, -1.76, -0.53)  -0.001
C (-1.43, -2.59, 0.53)  0.000
C (-1.70, -3.95, 0.47)  0.000
C (-2.33, -4.48, -0.65)  0.000
C (-2.68, -3.66, -1.70)  0.000
C (-2.42, -2.29, -1.65)  0.000
C (-2.80, 0.76, 0.76)  -0.002
C (-2.71, 2.06, 1.24)  0.000
C (-3.74, 2.58, 2.00)  0.000
C (-4.87, 1.81, 2.27)  0.000
C (-4.95, 0.51, 1.80)  0.000
C (-3.92, -0.02, 1.04)  0.000
H (-0.02, 2.33, -4.58)  0.000
H (-2.29, 2.47, -5.52)  -0.001
H (-4.23, 1.62, -4.23)  0.001
H (-3.87, 0.62, -2.00)  0.000
H (-0.93, -2.17, 1.40)  0.000
H (-1.42, -4.59, 1.30)  0.000
H (-2.54, -5.54, -0.69)  0.000
H (-3.18, -4.07, -2.58)  0.000
H (-2.69, -1.65, -2.48)  0.000
H (-1.82, 2.64, 1.05)  0.000
H (-3.67, 3.59, 2.38)  0.000
H (-5.67, 2.23, 2.86)  0.000
H (-5.82, -0.09, 2.02)  0.000
H (-3.98, -1.04, 0.68)  0.000
O (0.53, 2.54, 0.65)  0.001
S (1.58, 3.61, 0.27)  0.008
C (0.56, 5.12, 0.28)  0.001
C (1.10, 6.03, 1.38)  0.000
C (1.56, 5.09, 2.50)  0.000
C (2.41, 4.03, 1.82)  0.002
H (-0.44, 4.75, 0.50)  0.000
H (0.57, 5.55, -0.72)  0.000
H (0.33, 6.73, 1.70)  0.000
H (1.95, 6.61, 1.01)  0.000
H (0.69, 4.63, 2.98)  0.000
H (2.12, 5.62, 3.27)  0.000
H (2.52, 3.10, 2.37)  0.000
H (3.40, 4.40, 1.54)  0.000
C (1.34, -1.86, -2.98)  0.001
N (1.20, -2.84, -1.93)  0.003
C (0.44, -4.03, -2.27)  0.000
C (1.58, -2.59, -0.65)  0.003
N (1.61, -1.41, -0.12)  0.001
N (1.90, -3.70, 0.10)  0.001
C (2.05, -3.58, 1.54)  0.001
C (2.70, -4.76, -0.50)  0.000
H (1.66, -2.38, -3.89)  0.000
H (2.09, -1.12, -2.71)  0.001
H (0.40, -1.34, -3.19)  0.001
H (-0.50, -3.74, -2.74)  0.000
H (0.21, -4.61, -1.37)  0.000
H (0.99, -4.66, -2.97)  0.000
H (2.09, -1.46, 0.77)  0.002
H (3.03, -3.17, 1.83)  0.000
H (1.95, -4.57, 1.98)  0.000
H (1.27, -2.93, 1.95)  0.000
H (2.81, -4.60, -1.57)  0.000
H (2.24, -5.74, -0.34)  0.000
H (3.70, -4.78, -0.05)  0.000

The expectation value of S² is 0.758. The multiplicity is 2. Its relative energy (zero: lowest compared OMol25 entry of this formula, charge and spin) is 0.0 kJ/mol.